ORCA calculation (wB97M-V/def2-TZVPD) on a structure of composition C20H15N4O8Rh.

Values from the calculation:
ΔE to the lowest compared entry with this formula, charge and spin, eV: 0.000
Strongest force on any atom, eV/Å: 0.5
Spin multiplicity: 1
Charge: 0
Highest occupied orbital energy, eV: -8.91
HOMO-LUMO gap, eV: 7.9

Cartesian coordinates (Å):
Rh: -1.8290 -0.2300 0.2150
N: -3.0831 0.5871 -1.5275
C: -4.4037 0.9266 -0.9691
C: -4.7091 0.1262 0.2986
O: -5.8604 -0.0736 0.6169
O: -3.6722 -0.2497 0.9932
H: -2.5769 1.3958 -1.8680
H: -3.1515 -0.0847 -2.2813
H: -5.2128 0.7771 -1.6809
H: -4.3930 1.9754 -0.6693
C: -0.8117 -4.2888 0.3816
C: -0.1298 -4.3887 1.5875
C: -0.0503 -3.2874 2.4163
C: -0.6609 -2.1001 2.0328
N: -1.3317 -2.0245 0.8625
C: -1.3946 -3.0833 0.0553
C: -0.6188 -0.8320 2.7364
C: -0.1770 -0.6051 4.0370
C: -0.2181 0.6801 4.5463
C: -0.6954 1.7291 3.7625
C: -1.1418 1.5038 2.4667
C: -1.1046 0.2149 1.9650
H: -0.8897 -5.1246 -0.2973
H: 0.3418 -5.3196 1.8728
H: 0.5007 -3.3265 3.3447
H: -1.9414 -2.9475 -0.8681
H: 0.1801 -1.4219 4.6526
H: 0.1120 0.8689 5.5588
H: -0.7279 2.7309 4.1715
H: -1.5052 2.3211 1.8564
O: -0.4717 1.7891 -0.7543
C: 0.2842 0.8432 -1.0044
O: -0.0120 -0.3701 -0.7277
C: 1.6161 1.0801 -1.6528
C: 2.4488 0.0118 -1.9551
C: 3.6708 0.2699 -2.5450
C: 4.1026 1.5471 -2.8423
C: 3.2438 2.5821 -2.5286
C: 2.0103 2.3794 -1.9409
N: 3.6727 3.9657 -2.8323
O: 2.8845 4.8559 -2.5974
O: 4.7796 4.1134 -3.3049
N: 4.5614 -0.8666 -2.8682
O: 5.6441 -0.6076 -3.3475
O: 4.1456 -1.9823 -2.6361
H: 2.1475 -0.9999 -1.7295
H: 5.0644 1.7280 -3.2960
H: 1.3631 3.2114 -1.7059